[1]
An isolated ion of composition C4H9NOS and charge -2 at a distorted geometry. Source: the Open Molecules 2025 dataset; level of theory: ωB97M-V with the def2-TZVPD basis set.

Geometry as ORCA input:
```
! RIJCOSX wB97M-V def2-TZVPD def2/J DEFGRID3
* xyz -2 1
C -1.730 -0.174 -0.475
N -0.839 0.965 -0.223
C 0.571 0.538 0.029
C 1.131 -0.313 -1.147
O 0.775 -1.643 -1.169
C 0.742 -0.128 1.374
S -0.212 0.584 2.792
H -2.502 0.136 -1.207
H -2.140 -0.569 0.459
H -1.196 -0.964 -0.985
H -1.134 1.335 0.678
H 1.090 1.485 0.032
H 2.250 -0.264 -1.011
H 0.885 0.259 -2.077
H 1.783 -0.058 1.678
H 0.527 -1.190 1.252
*
```

Computed properties:
- electronic energy (a.u.) = -685.882499
- SMILES string = CN[C@H](C[O-])C[S-]
- relative energy (zero: lowest compared OMol25 entry of this formula, charge and spin) (kJ/mol) = 94.4
- gap between HOMO and LUMO (eV) = 5.34
- E_HOMO (eV) = 0.915

[2]
A 2-piece molecular cluster, C3H3F3 overall at a distorted geometry. Source: the Open Molecules 2025 dataset; level of theory: ωB97M-V with the def2-TZVPD basis set.

Geometry as ORCA input:
```
! RIJCOSX wB97M-V def2-TZVPD def2/J DEFGRID3
* xyz 0 1
C 0.319 0.097 0.565
C -0.843 0.439 0.027
C -4.859 -0.415 -0.419
F -1.664 -0.441 -0.529
F -4.669 -0.658 0.866
F -4.729 0.860 -0.498
H 0.732 0.844 1.163
H 0.533 -1.017 0.569
H -1.134 1.460 -0.222
*
```

Computed properties:
- electronic energy (a.u.) = -415.581609
- relative energy (zero: lowest compared OMol25 entry of this formula, charge and spin) (kJ/mol) = 290.1
- gap between HOMO and LUMO (eV) = 10.40
- E_HOMO (eV) = -10.112

[3]
C34H42N4O2Sn as an isolated structure. Source: the Open Molecules 2025 dataset; level of theory: ωB97M-V with the def2-TZVPD basis set.

Geometry as ORCA input:
```
! RIJCOSX wB97M-V def2-TZVPD def2/J DEFGRID3
* xyz 2 1
Sn 1.028 0.447 0.005
C -3.097 -5.594 -1.974
C -2.536 -4.239 -1.695
C -3.305 -3.099 -1.730
C -2.758 -1.820 -1.479
C -3.601 -0.699 -1.602
N -3.233 0.538 -1.417
C -4.058 1.696 -1.688
C -3.351 3.005 -1.332
C -3.531 3.441 0.123
N -2.810 2.575 1.016
C -3.213 2.134 2.171
C -2.430 1.324 3.014
C -2.970 0.940 4.259
C -2.260 0.170 5.152
C -2.837 -0.248 6.464
C -0.966 -0.213 4.791
C -0.384 0.105 3.566
C 0.961 -0.362 3.343
N 1.630 -0.343 2.256
C 2.976 -0.871 2.279
C 3.063 -2.270 1.659
C 2.880 -2.272 0.139
N 1.523 -1.969 -0.249
C 0.798 -2.922 -0.685
C -0.588 -2.873 -1.071
C -1.182 -4.093 -1.385
C -1.366 -1.678 -1.125
O -0.899 -0.506 -0.888
C -1.109 0.897 2.625
O -0.636 1.248 1.484
H -4.182 -5.582 -1.951
H -2.731 -6.313 -1.246
H -2.782 -5.933 -2.960
H -4.358 -3.166 -1.958
H -4.636 -0.870 -1.887
H -2.243 0.653 -1.168
H -4.998 1.610 -1.134
H -4.308 1.700 -2.754
H -3.747 3.797 -1.966
H -2.285 2.915 -1.552
H -4.589 3.447 0.395
H -3.150 4.463 0.238
H -1.839 2.316 0.787
H -4.208 2.417 2.501
H -3.969 1.265 4.507
H -3.911 -0.086 6.486
H -2.394 0.323 7.278
H -2.635 -1.301 6.647
H -0.397 -0.803 5.497
H 1.436 -0.773 4.241
H 3.357 -0.906 3.306
H 3.610 -0.192 1.697
H 2.329 -2.933 2.123
H 4.059 -2.663 1.868
H 3.188 -3.246 -0.261
H 3.523 -1.491 -0.281
H 1.245 -3.919 -0.772
H -0.567 -4.983 -1.373
C 6.087 1.238 -2.357
C 5.030 1.074 -1.257
C 5.346 1.985 -0.072
C 3.658 1.313 -1.841
C 3.008 2.540 -1.761
C 1.769 2.733 -2.360
C 1.146 1.708 -3.066
C -0.154 1.919 -3.781
C 1.803 0.482 -3.159
C 3.034 0.289 -2.557
H 7.075 1.019 -1.960
H 6.087 2.255 -2.739
H 5.888 0.561 -3.184
H 5.073 0.031 -0.914
H 5.537 3.001 -0.403
H 6.240 1.634 0.438
H 4.521 2.002 0.645
H 3.488 3.375 -1.273
H 1.321 3.718 -2.339
H -0.899 1.200 -3.441
H -0.015 1.759 -4.849
H -0.529 2.928 -3.633
H 1.375 -0.305 -3.763
H 3.554 -0.648 -2.705
*
```

Computed properties:
- electronic energy (a.u.) = -1904.194685
- relative energy (zero: lowest compared OMol25 entry of this formula, charge and spin) (kJ/mol) = 0.0
- gap between HOMO and LUMO (eV) = 7.40
- E_HOMO (eV) = -13.300

[4]
A 2-piece molecular cluster, C6H12O overall at a distorted geometry. Source: the Open Molecules 2025 dataset; level of theory: ωB97M-V with the def2-TZVPD basis set.

Geometry as ORCA input:
```
! RIJCOSX wB97M-V def2-TZVPD def2/J DEFGRID3
* xyz 0 1
C 2.437 1.073 0.289
C 1.927 1.772 -0.783
C 0.538 1.456 -1.296
C -0.396 0.911 -0.465
C -1.694 0.366 -1.157
C -2.107 -0.995 -0.619
H 3.355 1.295 0.806
H 1.668 0.444 0.813
H 2.712 2.171 -1.437
H 0.541 1.276 -2.409
H -0.451 1.063 0.673
H -1.646 0.437 -2.275
H -2.356 1.159 -0.858
H -2.657 -0.843 0.349
H -2.791 -1.595 -1.277
H -1.181 -1.637 -0.517
O 1.037 -2.629 3.284
H 0.391 -3.100 2.721
H 0.674 -2.625 4.160
*
```

Computed properties:
- electronic energy (a.u.) = -310.959294
- SMILES string = C=C/C=C/CC.O
- relative energy (zero: lowest compared OMol25 entry of this formula, charge and spin) (kJ/mol) = 262.5
- gap between HOMO and LUMO (eV) = 9.26
- E_HOMO (eV) = -8.543

[5]
An isolated molecule of C4H12N2O. Source: the Open Molecules 2025 dataset; level of theory: ωB97M-V with the def2-TZVPD basis set.

Geometry as ORCA input:
```
! RIJCOSX wB97M-V def2-TZVPD def2/J DEFGRID3
* xyz 0 1
C 0.899 -0.109 -2.776
N 0.928 0.024 -1.331
C 0.475 -1.157 -0.594
C 0.207 -0.777 0.849
N -0.754 0.329 0.948
C -0.619 1.106 2.186
O -1.868 1.660 2.541
H 0.606 -1.119 -3.070
H 1.873 0.083 -3.224
H 0.179 0.555 -3.266
H 0.391 0.801 -0.974
H 1.266 -1.903 -0.621
H -0.442 -1.548 -1.054
H -0.104 -1.655 1.413
H 1.149 -0.439 1.278
H -1.688 -0.070 0.958
H -0.260 0.464 2.996
H 0.094 1.922 2.023
H -2.333 1.836 1.717
*
```

Computed properties:
- electronic energy (a.u.) = -344.319293
- SMILES string = CNCCNCO
- relative energy (zero: lowest compared OMol25 entry of this formula, charge and spin) (kJ/mol) = 172.6
- gap between HOMO and LUMO (eV) = 9.53
- E_HOMO (eV) = -8.510

[6]
A 2-piece molecular cluster, CH4O2S overall. Source: the Open Molecules 2025 dataset; level of theory: ωB97M-V with the def2-TZVPD basis set.

Geometry as ORCA input:
```
! RIJCOSX wB97M-V def2-TZVPD def2/J DEFGRID3
* xyz 0 1
O -4.702 0.985 1.611
C -3.829 0.770 0.824
O -2.646 0.223 1.150
H -3.835 1.015 -0.243
H -2.556 0.415 2.097
S 6.105 -1.062 -1.250
H 4.866 -1.175 -1.708
H 6.598 -1.171 -2.481
*
```

Computed properties:
- electronic energy (a.u.) = -589.159713
- SMILES string = O=CO.S
- relative energy (zero: lowest compared OMol25 entry of this formula, charge and spin) (kJ/mol) = 21.5
- gap between HOMO and LUMO (eV) = 10.65
- E_HOMO (eV) = -9.843

[7]
An isolated ion of composition C6H6NO2 and charge -1 at a distorted geometry. Source: the Open Molecules 2025 dataset; level of theory: ωB97M-V with the def2-TZVPD basis set.

Geometry as ORCA input:
```
! RIJCOSX wB97M-V def2-TZVPD def2/J DEFGRID3
* xyz -1 1
C 0.440 -0.946 -0.852
C -0.593 -0.325 -1.366
C 0.117 1.606 1.259
C 0.397 -0.793 0.719
C 1.549 -1.831 -1.429
C -1.271 2.306 1.359
N -0.084 0.337 1.162
O -1.569 0.083 -1.863
O 0.662 -1.809 1.404
H 1.294 -2.877 -1.028
H 2.576 -1.491 -1.024
H 1.346 -1.942 -2.500
H -1.971 1.918 0.595
H -1.224 3.473 1.198
H -1.670 2.291 2.366
*
```

Computed properties:
- electronic energy (a.u.) = -437.392776
- relative energy (zero: lowest compared OMol25 entry of this formula, charge and spin) (kJ/mol) = 290.2
- gap between HOMO and LUMO (eV) = 6.17
- E_HOMO (eV) = -2.525

[8]
A 2-piece molecular cluster, C4H10N2O2 overall at a distorted geometry. Source: the Open Molecules 2025 dataset; level of theory: ωB97M-V with the def2-TZVPD basis set.

Geometry as ORCA input:
```
! RIJCOSX wB97M-V def2-TZVPD def2/J DEFGRID3
* xyz 0 1
C -1.083 0.978 -1.487
C -0.612 1.890 -0.371
N 0.328 2.844 -0.660
O -1.325 2.014 0.606
H -0.811 -0.074 -1.478
H -0.810 1.410 -2.452
H -2.155 0.903 -1.304
H 0.643 3.569 -0.032
H 0.673 2.971 -1.596
C 0.047 -2.735 1.163
C 1.209 -1.856 1.171
N 0.926 -0.577 0.609
O 2.318 -1.993 1.644
H -0.346 -2.820 2.186
H 0.194 -3.764 0.840
H -0.754 -2.406 0.489
H 1.500 0.244 0.575
H 0.058 -0.597 0.097
*
```

Computed properties:
- electronic energy (a.u.) = -418.412192
- SMILES string = CC(N)=O.CC(N)=O
- relative energy (zero: lowest compared OMol25 entry of this formula, charge and spin) (kJ/mol) = 128.0
- gap between HOMO and LUMO (eV) = 10.34
- E_HOMO (eV) = -9.745

[9]
An isolated molecule of C4H8N2O2 at a distorted geometry. Source: the Open Molecules 2025 dataset; level of theory: ωB97M-V with the def2-TZVPD basis set.

Geometry as ORCA input:
```
! RIJCOSX wB97M-V def2-TZVPD def2/J DEFGRID3
* xyz 0 1
H 2.208 2.990 -0.760
N 1.928 2.255 -0.082
C 1.109 1.360 -0.340
N 0.275 0.970 -1.411
O -0.813 0.300 -0.730
C -0.242 -0.415 0.322
C -1.327 -0.445 1.417
C 0.172 -1.717 -0.391
O 0.808 0.382 0.702
H -0.097 1.656 -1.965
H -2.247 -0.888 0.969
H -1.389 0.620 1.710
H -1.144 -1.097 2.273
H 0.309 -2.441 0.379
H 1.050 -1.598 -0.926
H -0.602 -1.933 -1.169
*
```

Computed properties:
- electronic energy (a.u.) = -417.117847
- SMILES string = [H]/N=C1\NOC(C)(C)O1
- relative energy (zero: lowest compared OMol25 entry of this formula, charge and spin) (kJ/mol) = 362.6
- gap between HOMO and LUMO (eV) = 10.18
- E_HOMO (eV) = -9.356

[10]
An isolated molecule of C15H23N3O4S2. Source: the Open Molecules 2025 dataset; level of theory: ωB97M-V with the def2-TZVPD basis set.

Geometry as ORCA input:
```
! RIJCOSX wB97M-V def2-TZVPD def2/J DEFGRID3
* xyz 0 1
C -2.040 5.224 2.541
C -1.284 5.332 1.222
N -0.638 4.080 0.859
C 0.514 3.782 1.693
C 1.046 2.392 1.356
N 1.397 2.354 -0.043
S 2.380 1.112 -0.530
O 3.456 1.021 0.410
O 2.675 1.315 -1.916
C 1.351 -0.355 -0.372
C 0.556 -0.734 -1.439
C -0.302 -1.813 -1.291
C -0.342 -2.475 -0.078
S -1.412 -3.897 0.106
O -2.361 -3.905 -0.970
O -1.897 -3.972 1.451
N -0.277 -5.125 -0.049
C 0.182 -5.396 -1.376
C 0.431 -6.804 -1.817
C -0.715 -6.032 -2.401
C 0.453 -2.101 0.988
C 1.310 -1.021 0.840
C 0.279 2.667 -0.899
C -0.243 4.056 -0.538
H -2.664 4.335 2.534
H -2.673 6.098 2.671
H -1.363 5.169 3.390
H -0.559 6.163 1.271
H -2.002 5.562 0.430
H 0.210 3.799 2.740
H 1.320 4.522 1.543
H 1.950 2.172 1.923
H 0.271 1.644 1.585
H 0.638 -0.192 -2.368
H -0.948 -2.148 -2.087
H -0.584 -5.945 0.455
H 0.865 -4.622 -1.707
H 0.208 -7.597 -1.119
H 1.295 -6.998 -2.432
H -0.645 -5.690 -3.421
H -1.717 -6.288 -2.095
H 0.379 -2.652 1.911
H 1.962 -0.696 1.635
H 0.640 2.643 -1.927
H -0.531 1.933 -0.771
H -1.115 4.282 -1.155
H 0.545 4.800 -0.751
*
```

Computed properties:
- electronic energy (a.u.) = -1846.920883
- SMILES string = CCN1CCN(S(=O)(=O)c2ccc(S(=O)(=O)NC3CC3)cc2)CC1
- relative energy (zero: lowest compared OMol25 entry of this formula, charge and spin) (kJ/mol) = 232.8
- gap between HOMO and LUMO (eV) = 9.10
- E_HOMO (eV) = -9.082

[11]
C41H51BrN5O9P2Rb as an isolated structure. Source: the Open Molecules 2025 dataset; level of theory: ωB97M-V with the def2-TZVPD basis set.

Geometry as ORCA input:
```
! RIJCOSX wB97M-V def2-TZVPD def2/J DEFGRID3
* xyz 0 1
Rb 0.774 0.035 -0.749
C 3.705 0.605 -2.644
O 3.425 -0.356 -1.642
C 4.504 -0.969 -1.052
C 5.808 -0.740 -1.477
C 6.879 -1.360 -0.846
C 6.649 -2.211 0.221
C 5.349 -2.446 0.636
C 4.253 -1.857 0.009
N 2.917 -2.071 0.447
N 2.821 -3.161 1.076
C 1.678 -3.526 1.718
C 0.509 -2.707 1.841
O 0.346 -1.626 1.227
C -0.543 -3.202 2.720
C -0.494 -4.421 3.290
C 0.619 -5.301 3.086
C 0.645 -6.589 3.650
C 1.716 -7.425 3.460
C 2.800 -6.979 2.689
C 2.799 -5.724 2.129
C 1.709 -4.844 2.313
H 4.165 0.144 -3.522
H 4.354 1.397 -2.263
H 2.749 1.033 -2.926
H 6.009 -0.075 -2.304
H 7.886 -1.162 -1.190
H 7.476 -2.682 0.736
H 5.148 -3.096 1.477
H -1.400 -2.550 2.853
H -1.314 -4.768 3.911
H -0.205 -6.911 4.242
H 1.727 -8.415 3.898
H 3.651 -7.630 2.533
H 3.636 -5.389 1.534
O 0.236 0.411 -8.027
C 0.323 0.301 -6.684
C 0.319 -0.920 -6.017
C 0.415 -0.916 -4.639
N 0.512 0.203 -3.915
C 0.506 1.340 -4.575
Br 0.642 2.907 -3.509
C 0.418 1.474 -5.947
H 0.182 -0.464 -8.428
H 0.241 -1.853 -6.560
H 0.409 -1.837 -4.067
H 0.425 2.437 -6.434
C -3.121 2.791 -3.155
C -2.795 3.988 -2.283
C -3.998 4.872 -2.019
O -2.215 3.616 -0.996
P -2.414 2.250 -0.246
O -1.898 1.034 -0.876
C -1.684 2.565 1.368
P 0.038 3.123 1.409
O 0.896 2.441 0.431
O 0.449 3.002 2.928
C 1.021 1.844 3.620
C 2.345 1.431 3.007
C 0.030 0.699 3.685
O -0.006 4.684 1.201
C -0.687 5.584 2.115
C -1.741 6.324 1.321
C 0.359 6.487 2.730
O -3.987 2.239 0.005
C -4.649 1.274 0.871
C -4.479 -0.148 0.375
C -6.099 1.706 0.921
H -3.434 3.149 -4.137
H -3.937 2.207 -2.726
H -2.255 2.142 -3.273
H -2.003 4.571 -2.753
H -4.783 4.300 -1.522
H -4.387 5.258 -2.962
H -3.722 5.715 -1.387
H -1.713 1.603 1.888
H -2.313 3.257 1.933
H 1.191 2.242 4.620
H 2.198 0.938 2.048
H 2.838 0.725 3.677
H 2.996 2.294 2.872
H -0.114 0.236 2.706
H -0.924 1.030 4.098
H 0.428 -0.080 4.337
H -1.155 4.991 2.907
H -1.268 6.886 0.514
H -2.277 7.021 1.967
H -2.455 5.629 0.878
H 0.869 7.052 1.949
H 1.095 5.893 3.271
H -0.107 7.188 3.424
H -4.208 1.374 1.869
H -4.835 -0.229 -0.653
H -5.059 -0.828 0.998
H -3.438 -0.462 0.406
H -6.542 1.625 -0.073
H -6.185 2.738 1.261
H -6.656 1.063 1.602
N -4.065 -3.543 0.715
C -3.030 -3.645 0.225
C -1.738 -3.774 -0.391
C -0.950 -4.899 -0.177
C 0.292 -4.948 -0.772
C 0.695 -3.880 -1.560
N -0.053 -2.798 -1.777
C -1.244 -2.744 -1.189
H -1.298 -5.696 0.466
H 0.957 -5.784 -0.604
H 1.676 -3.882 -2.020
H -1.832 -1.844 -1.346
*
```

Computed properties:
- electronic energy (a.u.) = -5824.940006
- relative energy (zero: lowest compared OMol25 entry of this formula, charge and spin) (kJ/mol) = 0.0
- gap between HOMO and LUMO (eV) = 6.45
- E_HOMO (eV) = -6.303

[12]
An isolated ion of composition C5H15N2 and charge +1 at a distorted geometry. Source: the Open Molecules 2025 dataset; level of theory: ωB97M-V with the def2-TZVPD basis set.

Geometry as ORCA input:
```
! RIJCOSX wB97M-V def2-TZVPD def2/J DEFGRID3
* xyz 1 1
C -0.176 0.215 -2.902
C 0.867 0.115 -1.794
N 0.460 0.753 -0.554
C 1.278 0.386 0.612
C 0.552 -0.754 1.390
N -0.895 -0.644 1.157
C -1.650 0.085 2.230
H 0.041 -0.530 -3.665
H -0.246 1.177 -3.397
H -1.166 -0.005 -2.507
H 1.837 0.453 -2.164
H 1.014 -0.953 -1.621
H 0.476 1.759 -0.656
H 2.250 -0.022 0.350
H 1.361 1.269 1.230
H 0.794 -0.693 2.443
H 0.960 -1.729 1.117
H -1.312 -1.561 1.023
H -0.950 -0.084 0.272
H -0.989 0.819 2.680
H -1.988 -0.617 2.976
H -2.518 0.560 1.781
*
```

Computed properties:
- electronic energy (a.u.) = -308.768225
- SMILES string = CCNCC[NH2+]C
- relative energy (zero: lowest compared OMol25 entry of this formula, charge and spin) (kJ/mol) = 64.2
- gap between HOMO and LUMO (eV) = 10.85
- E_HOMO (eV) = -13.806

Q: relative energy (zero: lowest compared OMol25 entry of this formula, charge and spin) of number 11 (C41H51BrN5O9P2Rb)?
A: 0.0 kJ/mol